Entry 1:
ORCA calculation (ωB97M-V/def2-TZVPD) on a cluster of 23 separate species, C82H221N11O34 in total at a distorted geometry.

Its spin multiplicity is 1. The calculation puts the total energy at -6416.49989 Ha. The LUMO energy is 0.499 eV.

```
348
C82H221N11O34 (ωB97M-V/def2-TZVPD)
C 2.303 -5.273 -4.073
O 1.381 -5.037 -2.969
H 2.915 -6.165 -3.911
H 1.792 -5.441 -5.044
H 2.948 -4.403 -4.187
H 0.571 -5.582 -2.942
C -0.381 0.038 1.958
O 0.045 -0.761 0.853
H 0.305 0.867 2.211
H -1.286 0.639 1.625
H -0.633 -0.609 2.756
H -0.269 -0.288 0.066
C 4.705 -1.316 -4.984
O 4.496 -0.945 -3.651
H 5.251 -0.617 -5.656
H 5.207 -2.279 -5.077
H 3.722 -1.337 -5.412
H 5.322 -0.584 -3.286
C -0.059 -3.214 -0.851
O -1.263 -3.913 -1.151
H 0.005 -2.338 -1.519
H -0.062 -2.947 0.195
H 0.842 -3.809 -0.970
H -1.028 -4.867 -1.321
C 1.265 -1.390 -4.795
O 1.437 -0.008 -5.159
H 0.432 -1.438 -4.010
H 0.900 -1.979 -5.674
H 2.182 -1.799 -4.319
H 1.322 0.577 -4.382
C 6.567 0.700 0.933
O 6.449 -0.636 0.362
H 6.642 1.413 0.067
H 5.635 0.976 1.422
H 7.476 0.739 1.523
H 5.898 -1.239 0.877
C 0.326 0.096 -8.326
O -0.278 0.753 -7.182
H 1.178 0.681 -8.693
H 0.591 -0.955 -8.113
H -0.408 0.076 -9.101
H 0.275 0.723 -6.339
C 8.071 -1.156 -2.557
O 6.893 -0.408 -2.465
H 8.749 -0.920 -1.730
H 7.869 -2.260 -2.544
H 8.606 -0.945 -3.489
H 6.682 -0.437 -1.527
C -6.893 -8.757 5.169
O -7.365 -7.684 4.384
C -7.426 -6.527 5.159
C -8.408 -5.555 4.530
N -7.838 -4.765 3.445
C -8.720 -3.807 2.854
C -8.379 -3.699 1.339
O -8.786 -2.468 0.973
C -9.047 -2.400 -0.418
H -6.627 -9.497 4.387
H -7.683 -9.062 5.888
H -5.921 -8.481 5.701
H -6.426 -6.016 5.323
H -7.851 -6.736 6.106
H -8.897 -4.950 5.324
H -9.154 -6.233 4.017
H -6.989 -4.367 3.859
H -8.647 -2.797 3.299
H -9.763 -4.064 2.980
H -8.841 -4.542 0.833
H -7.315 -3.921 1.255
H -9.792 -3.159 -0.666
H -8.140 -2.539 -1.060
H -9.448 -1.345 -0.616
C -2.273 -2.407 -3.841
O -2.113 -1.056 -3.419
C -2.775 -0.810 -2.131
C -2.463 0.586 -1.683
N -1.065 0.740 -1.226
C -0.604 2.158 -1.311
C 0.911 2.082 -1.172
O 1.517 1.409 -2.205
C 2.785 0.770 -1.874
H -2.059 -3.114 -2.986
H -1.700 -2.577 -4.772
H -3.353 -2.654 -4.062
H -2.234 -1.532 -1.469
H -3.852 -1.056 -2.084
H -3.160 0.757 -0.859
H -2.925 1.286 -2.397
H -0.604 0.354 -2.093
H -1.037 2.759 -0.533
H -0.813 2.649 -2.325
H 1.275 1.589 -0.196
H 1.209 3.146 -1.091
H 3.505 1.443 -2.369
H 2.827 -0.197 -2.381
H 3.011 0.636 -0.806
C -0.974 -4.475 3.377
O 0.050 -3.735 2.738
C 1.089 -3.489 3.622
C 2.392 -3.260 2.951
N 2.202 -2.033 2.255
C 3.247 -1.484 1.475
C 3.643 -2.266 0.184
O 4.381 -3.438 0.504
C 4.669 -4.112 -0.672
H -0.649 -5.503 3.649
H -1.806 -4.534 2.656
H -1.424 -3.961 4.225
H 1.182 -4.419 4.301
H 0.948 -2.609 4.221
H 2.494 -4.130 2.232
H 3.240 -3.168 3.695
H 1.314 -2.031 1.721
H 4.176 -1.266 2.021
H 2.870 -0.472 1.081
H 4.255 -1.590 -0.517
H 2.687 -2.462 -0.444
H 3.686 -4.470 -1.116
H 5.342 -4.960 -0.430
H 5.159 -3.420 -1.356
C 2.791 7.542 6.776
O 3.354 7.317 5.506
C 4.733 7.276 5.658
C 5.323 6.971 4.298
N 4.635 7.739 3.262
C 3.693 7.007 2.456
C 3.231 7.883 1.284
O 2.110 8.712 1.613
C 1.671 9.498 0.539
H 2.863 6.685 7.494
H 1.768 7.679 6.570
H 3.277 8.316 7.305
H 5.026 6.490 6.367
H 5.053 8.254 6.151
H 5.150 5.893 4.140
H 6.455 7.016 4.223
H 4.201 8.565 3.658
H 2.921 6.469 2.888
H 4.271 6.254 1.986
H 2.857 7.278 0.474
H 4.036 8.493 0.803
H 1.301 8.892 -0.337
H 2.499 10.192 0.209
H 0.797 10.010 1.011
C 3.453 3.414 2.067
O 3.682 2.465 3.124
C 2.534 1.636 3.296
C 2.731 0.783 4.560
N 3.119 1.676 5.713
C 4.040 1.171 6.734
C 5.520 1.020 6.212
O 6.039 2.317 5.841
C 6.824 2.274 4.653
H 4.366 3.820 1.720
H 2.874 4.231 2.490
H 2.920 2.947 1.199
H 2.537 0.906 2.478
H 1.555 2.191 3.238
H 3.589 0.077 4.437
H 1.849 0.220 4.829
H 3.530 2.491 5.241
H 3.590 0.230 7.060
H 4.242 1.865 7.520
H 5.680 0.266 5.454
H 6.062 0.654 7.098
H 7.516 1.474 4.751
H 7.542 3.019 4.499
H 6.175 2.059 3.755
C -5.505 0.808 -3.677
O -6.261 0.459 -2.539
C -6.939 1.464 -1.843
C -7.038 1.043 -0.360
N -5.708 0.629 0.102
C -5.472 0.404 1.466
C -4.837 -0.888 1.801
O -3.636 -0.988 1.042
C -2.881 -2.067 1.391
H -4.884 1.690 -3.451
H -6.083 0.969 -4.592
H -4.859 -0.002 -3.957
H -7.938 1.635 -2.307
H -6.326 2.383 -1.872
H -7.719 0.191 -0.251
H -7.484 1.945 0.153
H -5.317 -0.060 -0.513
H -6.445 0.455 1.977
H -4.900 1.286 1.854
H -5.466 -1.773 1.559
H -4.627 -0.975 2.862
H -2.688 -2.130 2.514
H -1.877 -2.051 0.902
H -3.341 -2.987 1.070
C 7.364 6.853 1.261
O 8.519 7.387 1.790
C 9.712 7.084 1.038
C 10.302 5.735 1.452
N 11.465 5.545 0.602
C 11.219 4.738 -0.559
C 11.228 3.243 -0.395
O 10.365 2.963 0.719
C 10.711 1.721 1.212
H 7.173 5.840 1.555
H 7.383 6.755 0.186
H 6.550 7.485 1.549
H 10.334 7.931 1.186
H 9.399 7.067 -0.028
H 9.556 4.882 1.447
H 10.583 5.819 2.521
H 12.347 5.272 0.993
H 11.864 5.073 -1.375
H 10.208 5.013 -0.853
H 12.260 2.920 -0.277
H 10.777 2.769 -1.326
H 11.739 1.649 1.626
H 10.760 0.940 0.440
H 10.078 1.459 2.039
C -2.612 3.380 1.949
O -2.998 4.071 0.757
C -4.232 3.808 0.157
C -4.423 4.649 -1.068
N -3.564 4.239 -2.138
C -3.432 5.290 -3.131
C -2.641 4.911 -4.326
O -1.464 4.310 -3.884
C -0.531 3.850 -4.851
H -2.545 2.282 1.684
H -3.391 3.572 2.739
H -1.621 3.693 2.294
H -5.029 3.969 0.905
H -4.330 2.809 -0.109
H -4.189 5.703 -0.848
H -5.475 4.596 -1.358
H -2.637 4.062 -1.795
H -3.005 6.207 -2.703
H -4.419 5.550 -3.451
H -2.389 5.748 -5.036
H -3.290 4.300 -5.013
H -0.612 4.294 -5.811
H -0.651 2.785 -4.879
H 0.467 4.105 -4.477
C -5.747 -2.763 -3.663
O -5.566 -3.988 -2.967
C -6.353 -5.066 -3.447
C -6.590 -6.022 -2.282
N -5.381 -6.712 -1.840
C -4.402 -6.099 -0.944
C -4.779 -6.244 0.521
O -4.802 -7.672 0.820
C -5.112 -7.975 2.158
H -6.797 -2.490 -3.635
H -5.392 -2.880 -4.686
H -5.129 -1.998 -3.153
H -5.908 -5.666 -4.309
H -7.358 -4.724 -3.710
H -7.186 -6.847 -2.717
H -7.123 -5.559 -1.481
H -5.534 -7.683 -1.643
H -4.101 -5.056 -1.282
H -3.480 -6.682 -1.054
H -5.742 -5.787 0.689
H -4.098 -5.776 1.250
H -5.159 -9.043 2.153
H -6.083 -7.678 2.424
H -4.369 -7.635 2.886
C -0.418 6.064 3.355
O -0.485 5.793 1.955
C -1.033 6.834 1.163
C -0.818 6.496 -0.298
N 0.606 6.351 -0.571
C 0.989 6.130 -1.962
C 2.514 6.052 -2.118
O 3.220 4.953 -1.423
C 4.570 4.982 -1.866
H -0.238 7.154 3.468
H 0.371 5.431 3.735
H -1.347 5.719 3.854
H -0.597 7.845 1.363
H -2.070 6.978 1.464
H -1.310 7.271 -0.926
H -1.329 5.599 -0.683
H 0.860 5.537 -0.054
H 0.688 6.973 -2.604
H 0.534 5.234 -2.474
H 2.924 7.040 -1.799
H 2.746 5.964 -3.224
H 5.181 4.141 -1.452
H 5.070 5.930 -1.620
H 4.535 4.963 -2.976
C -3.266 -10.563 -1.752
O -3.490 -9.390 -2.533
C -2.620 -9.454 -3.683
C -2.891 -8.233 -4.520
N -2.856 -7.022 -3.728
C -2.825 -5.873 -4.704
C -1.503 -5.637 -5.260
O -1.655 -5.568 -6.661
C -0.664 -4.777 -7.207
H -2.198 -10.838 -1.756
H -3.905 -11.404 -2.145
H -3.528 -10.367 -0.712
H -2.860 -10.324 -4.286
H -1.594 -9.474 -3.381
H -3.852 -8.455 -5.014
H -2.112 -8.288 -5.338
H -3.787 -7.013 -3.263
H -3.061 -5.022 -4.078
H -3.545 -6.015 -5.519
H -0.889 -6.545 -5.028
H -1.081 -4.711 -4.815
H -0.834 -4.618 -8.278
H 0.311 -5.243 -7.125
H -0.701 -3.771 -6.791
C -3.305 0.062 -6.499
C -3.496 1.486 -6.143
O -2.740 2.328 -7.109
H -3.456 -0.618 -5.669
H -2.340 -0.143 -6.902
H -3.994 -0.232 -7.315
H -3.057 1.614 -5.167
H -4.519 1.855 -6.122
H -1.941 1.852 -7.216
C -1.896 0.107 5.747
C -2.212 1.232 4.825
O -1.036 1.862 4.382
H -2.677 -0.544 6.061
H -1.412 0.517 6.599
H -1.146 -0.526 5.290
H -2.895 1.934 5.358
H -2.724 0.873 3.962
H -0.481 2.087 5.142
C 0.473 -6.849 0.073
C -0.694 -7.279 -0.770
O -0.617 -6.603 -2.008
H 1.371 -7.075 -0.414
H 0.455 -7.274 1.112
H 0.427 -5.806 0.186
H -1.604 -7.102 -0.257
H -0.686 -8.335 -1.037
H -1.408 -6.863 -2.549
C 0.184 4.462 7.352
C 0.375 3.066 7.864
O 0.610 2.152 6.778
H -0.787 4.580 6.859
H 0.930 4.606 6.517
H 0.209 5.158 8.154
H -0.486 2.686 8.418
H 1.370 3.055 8.522
H 1.586 2.207 6.523
```

***

Entry 2:
ORCA calculation (ωB97M-V/def2-TZVPD) on the molecule C4H4N2O2 at a distorted geometry.

Its spin multiplicity is 1. Its SMILES is C#C/C(=N\N)C(=O)O. The calculation puts the total energy at -414.59103 Ha. The energy above the lowest of the compared OMol25 structures with the same formula, charge and spin is 160.1 kcal per mole. The LUMO energy is -0.968 eV.

```
12
C4H4N2O2 (ωB97M-V/def2-TZVPD)
C 0.164 0.078 -0.291
C 0.983 1.219 -0.164
C 1.836 2.132 0.012
C -1.349 0.174 -0.107
H 2.883 -1.213 0.291
H 2.024 -2.918 0.482
H 2.443 3.059 -0.134
H -1.176 -1.562 -0.257
N 1.765 -1.686 0.359
N 0.621 -1.192 -0.261
O -1.987 -0.930 -0.170
O -2.097 1.075 0.449
```